Molecular formula: C43H99NO16PS10
Method: DFT, the ωB97M-V functional and the def2-TZVPD basis

```
170
Properties=species:S:1:pos:R:3:forces:R:3:mulliken_charge:R:1
C 4.15632 -4.23652 0.07065 -0.56 0.10 -0.02 -0.857
C 4.49228 -2.86396 -0.47623 0.21 -0.25 0.21 -0.290
O 4.66439 -2.97989 -1.87300 0.10 0.21 0.03 -0.284
C 5.12966 -1.78231 -2.50046 0.00 -0.26 0.17 -0.766
C 4.14015 -1.32612 -3.55197 0.22 -0.02 0.12 -0.618
C 3.62215 -2.50323 -4.39115 0.06 0.73 0.28 -0.501
C 2.37403 -3.15134 -3.78805 0.06 -0.63 -0.76 -0.113
C 1.35572 -3.60365 -4.87498 0.23 -0.15 0.46 -2.457
C -0.08122 -3.27991 -4.55234 -0.11 -0.10 -0.04 0.236
C -0.60776 -2.11385 -5.11818 -0.49 -0.24 0.87 0.408
C 0.23044 -1.22225 -5.97796 0.12 -0.14 0.05 -0.046
O 0.32312 -1.42481 -7.14164 -0.08 -0.10 -1.06 -0.550
O 0.86250 -0.20024 -5.40381 0.15 0.08 0.53 -0.443
C -1.92253 -1.76169 -4.88522 0.23 -0.30 -0.04 -0.703
C -2.74909 -2.55387 -4.10238 0.12 0.26 -0.02 0.991
C -4.16639 -2.10765 -3.86354 -0.22 0.05 -0.41 -0.713
C -4.35636 -0.59083 -3.87553 0.12 -0.43 0.56 -1.539
C -3.56586 0.01107 -2.69522 0.01 0.65 -0.51 -0.280
C -2.42558 0.96948 -3.07601 0.08 -0.48 0.82 0.195
C -2.14072 1.88096 -1.88720 -0.68 0.38 -0.22 -0.726
O -1.37762 3.02069 -2.22304 0.40 -0.40 0.32 -0.380
C 0.02122 2.82111 -2.14229 0.02 0.15 -0.10 -0.748
N -2.24215 -3.69957 -3.55431 1.10 -0.32 0.30 0.043
P -3.42391 -4.67178 -2.58508 -2.29 0.40 -0.33 0.178
C -2.99249 -4.65222 -0.81898 0.44 -0.02 -0.31 -1.234
C -3.46319 -6.38468 -3.24137 1.19 -0.16 0.83 -1.351
C -0.92240 -4.05392 -3.73516 0.46 0.60 -0.86 0.555
C -0.36755 -5.26991 -3.06862 -0.37 -0.73 0.84 -1.276
C 0.08685 -4.98314 -1.63006 0.47 0.33 -0.01 0.827
O 0.72137 -3.99723 -1.39148 -0.08 0.63 0.11 -0.487
O -0.20279 -5.89828 -0.70196 -0.85 -0.27 -0.74 -0.500
H 3.08930 -4.43298 -0.03329 -0.06 -0.12 -0.13 -0.150
H 4.39823 -4.32529 1.12730 0.14 0.05 0.08 0.375
H 4.69751 -4.99258 -0.48834 0.17 -0.10 0.02 0.364
H 5.41117 -2.51346 0.00551 0.12 0.14 -0.16 0.459
H 3.70219 -2.13954 -0.25361 -0.07 0.06 0.07 0.304
H 6.09751 -2.00102 -2.95498 0.06 -0.05 -0.10 0.227
H 5.29749 -1.01265 -1.74591 0.00 0.13 0.01 0.496
H 4.63980 -0.59875 -4.19184 0.01 0.08 -0.07 0.323
H 3.31317 -0.81748 -3.04910 -0.14 0.04 -0.10 0.212
H 4.42741 -3.23127 -4.45629 0.03 -0.16 -0.24 0.412
H 3.43283 -2.11142 -5.39049 -0.14 -0.13 -0.15 0.029
H 1.88308 -2.49924 -3.07468 0.01 0.10 0.17 0.539
H 2.69991 -4.04397 -3.26581 -0.14 0.09 0.50 0.238
H 1.46959 -4.66520 -5.07706 -0.02 -0.16 -0.01 0.865
H 1.63784 -3.12016 -5.80350 -0.25 0.08 -0.21 0.965
H 0.84164 -0.27364 -4.43853 -0.07 0.15 0.01 0.363
H -2.29243 -0.86303 -5.34603 -0.27 0.09 0.11 0.573
H -4.80778 -2.62080 -4.58506 -0.04 0.01 -0.11 0.450
H -4.51696 -2.44084 -2.89800 0.07 -0.15 0.14 0.037
H -4.14535 -0.11254 -4.82838 0.14 0.01 -0.10 0.644
H -5.41817 -0.44058 -3.69722 -0.13 0.09 -0.09 0.530
H -3.16785 -0.76757 -2.04819 -0.09 -0.12 0.12 0.222
H -4.26701 0.57231 -2.08209 -0.05 0.03 0.17 0.652
H -2.67004 1.55387 -3.95918 0.06 0.14 -0.07 0.353
H -1.51517 0.38362 -3.22947 0.07 0.05 -0.52 -0.365
H -1.70037 1.30627 -1.06851 0.22 -0.01 0.05 0.404
H -3.09205 2.25313 -1.50367 -0.08 0.16 -0.04 0.257
H 0.45545 3.64746 -1.58221 0.09 0.11 -0.04 0.290
H 0.28908 1.89879 -1.62216 -0.12 -0.11 0.08 0.340
H 0.47136 2.79242 -3.13636 0.02 0.04 -0.09 0.244
H -2.53150 -5.55909 -0.44974 0.11 -0.05 0.03 0.430
H -2.38760 -3.77369 -0.60061 0.20 0.03 0.15 0.324
H -3.93352 -4.48675 -0.30301 -0.16 -0.04 0.01 0.709
H -4.50176 -6.68907 -3.27395 -0.15 0.10 -0.29 0.400
H -2.95811 -6.50165 -4.19500 -0.26 0.11 -0.28 0.396
H -2.95313 -7.05099 -2.54194 0.01 -0.13 -0.01 0.445
H 0.52592 -5.61160 -3.57489 0.14 0.04 -0.27 0.617
H -1.05080 -6.11504 -3.04291 -0.09 0.12 -0.15 0.249
H -0.54953 -5.40139 0.07386 0.77 0.04 0.76 0.392
C -5.46504 -0.84451 2.41090 0.00 0.07 -0.14 -1.091
S -4.90116 -1.78913 1.00374 -0.11 -0.02 0.08 0.619
O -3.72673 -1.07042 0.42474 0.07 -0.06 -0.16 -0.540
C -6.30317 -1.43938 -0.06660 -0.03 0.06 -0.08 -0.977
H -4.70941 -0.89657 3.18761 -0.01 -0.05 0.05 0.339
H -5.61750 0.19427 2.11631 0.02 -0.02 -0.07 0.346
H -6.39165 -1.27464 2.78856 0.03 -0.04 0.04 0.368
H -6.39690 -0.36175 -0.20451 0.04 0.01 0.04 0.301
H -7.20956 -1.84645 0.38041 0.01 -0.01 0.01 0.489
H -6.12578 -1.91999 -1.02846 0.02 -0.03 0.02 0.167
C -3.25518 7.00970 -0.07334 -0.05 -0.06 0.06 -0.993
S -3.30066 5.31365 -0.65985 0.06 0.10 -0.19 0.612
O -4.66443 4.78400 -0.37827 0.00 -0.08 0.07 -0.684
C -2.20900 4.65190 0.60490 0.04 -0.04 0.13 -0.880
H -3.91494 7.59969 -0.70589 -0.01 -0.04 -0.03 0.379
H -3.59841 7.06035 0.95751 0.00 0.00 0.01 0.320
H -2.23902 7.39413 -0.14894 0.01 -0.01 0.00 0.330
H -2.62682 4.85467 1.59133 -0.04 0.03 -0.03 0.442
H -1.22363 5.10765 0.50618 -0.01 0.01 -0.03 0.285
H -2.13114 3.57769 0.45082 -0.02 0.01 -0.05 0.191
C -1.08584 -4.46190 4.13384 -0.08 -0.13 0.02 -1.055
S -0.31007 -3.68216 2.72035 0.11 0.17 0.06 0.458
O -0.82424 -4.38991 1.50729 -0.22 -0.26 -0.22 -0.762
C 1.34466 -4.30515 3.01189 0.08 -0.08 -0.03 -0.755
H -2.14778 -4.22598 4.10617 0.01 0.05 -0.03 0.355
H -0.94461 -5.54145 4.08249 0.03 0.01 -0.04 0.330
H -0.64717 -4.06118 5.04697 0.01 0.04 -0.01 0.411
H 1.33002 -5.39494 3.03136 -0.05 0.00 -0.01 0.348
H 1.71478 -3.91034 3.95753 -0.02 0.03 0.00 0.452
H 1.97986 -3.96068 2.19773 -0.05 0.03 -0.02 -0.002
C -5.32126 -0.56445 7.96730 0.12 0.07 0.01 -0.920
S -4.63545 0.19355 6.49873 -0.02 0.12 0.09 0.454
O -5.08842 -0.62159 5.32654 0.10 -0.08 0.12 -0.600
C -2.93230 -0.25525 6.82534 0.26 -0.16 -0.01 -0.737
H -6.39833 -0.43889 7.94732 -0.02 -0.02 -0.04 0.289
H -5.08405 -1.62639 7.98327 -0.04 -0.02 -0.05 0.316
H -4.91020 -0.06572 8.84573 0.02 0.05 -0.04 0.393
H -2.84275 -1.34010 6.90598 -0.12 -0.01 -0.03 0.332
H -2.61059 0.22714 7.74813 -0.10 0.06 -0.03 0.141
H -2.32124 0.09841 5.99564 -0.07 0.04 -0.03 0.325
C 7.56889 -1.34120 -8.03816 0.09 -0.07 0.05 -0.915
S 6.18977 -0.20696 -7.86364 0.04 0.12 -0.15 0.427
O 6.08340 0.13299 -6.41623 -0.07 -0.13 0.13 -0.544
C 4.89961 -1.40505 -8.22069 -0.08 -0.10 0.06 -0.832
H 8.48222 -0.79275 -7.81145 -0.03 0.06 -0.01 0.300
H 7.45176 -2.17097 -7.34018 -0.04 0.03 0.02 0.276
H 7.60771 -1.70699 -9.06392 -0.01 0.03 -0.01 0.395
H 4.95903 -2.23054 -7.50994 0.05 0.02 0.02 0.185
H 5.01762 -1.77036 -9.24053 0.01 0.03 -0.01 0.443
H 3.93871 -0.90258 -8.12275 0.02 0.05 0.00 0.275
C -3.84399 11.79113 0.97740 -0.08 0.08 0.03 -0.946
S -2.44120 10.67307 1.05519 0.03 0.05 -0.07 0.540
O -2.91510 9.42530 1.71085 0.01 0.05 0.08 -0.586
C -1.52291 11.60159 2.28814 0.03 0.07 0.09 -0.975
H -4.56868 11.36978 0.28413 0.03 -0.04 -0.01 0.306
H -4.29219 11.88519 1.96638 0.03 -0.04 0.01 0.309
H -3.51277 12.76349 0.61312 0.02 -0.01 -0.02 0.366
H -2.12563 11.70844 3.18993 -0.04 -0.04 -0.02 0.308
H -1.26069 12.57962 1.88499 0.00 -0.01 -0.02 0.369
H -0.61557 11.04662 2.51641 -0.01 -0.04 -0.04 0.312
C -9.08535 -2.11291 11.04102 -0.05 0.09 0.06 -0.937
S -8.52586 -3.05934 9.62131 -0.01 -0.11 0.04 0.390
O -7.35849 -2.33459 9.04822 -0.12 -0.01 0.06 -0.514
C -9.93701 -2.68959 8.57442 -0.09 0.06 -0.05 -0.929
H -8.31626 -2.17532 11.80775 0.03 -0.03 -0.03 0.309
H -9.23442 -1.07238 10.75253 0.02 -0.01 -0.04 0.302
H -10.01329 -2.54153 11.41907 0.01 -0.02 0.00 0.375
H -10.02900 -1.61064 8.44956 0.05 0.00 0.02 0.301
H -10.84008 -3.10080 9.02506 0.01 -0.02 0.01 0.373
H -9.76642 -3.15783 7.60747 0.05 -0.02 0.02 0.310
C -1.00688 4.19973 9.53025 -0.02 0.09 0.07 -0.981
S -1.10432 2.54203 8.85043 0.12 0.06 -0.07 0.530
O -2.49205 2.05570 9.07907 -0.02 -0.03 0.11 -0.594
C -0.06106 1.76383 10.08837 0.03 -0.02 0.11 -0.936
H -1.63215 4.84811 8.92044 -0.01 -0.04 -0.03 0.332
H -1.37119 4.19567 10.55733 -0.02 -0.05 -0.01 0.306
H 0.02584 4.54575 9.49200 0.00 -0.02 -0.03 0.375
H -0.48776 1.92086 11.07890 -0.04 0.02 -0.02 0.313
H 0.94244 2.18545 10.03345 0.00 0.00 -0.03 0.372
H -0.02105 0.69853 9.87080 -0.03 0.01 -0.04 0.298
C 9.48895 2.87166 -4.40906 -0.16 0.11 0.02 -0.818
S 10.41464 1.42056 -4.92016 0.24 -0.07 0.11 0.513
O 10.64355 1.53053 -6.38686 -0.14 0.01 -0.07 -0.653
C 9.06979 0.25826 -4.69376 -0.23 -0.07 0.01 -0.672
H 10.13981 3.73718 -4.51794 0.04 -0.03 -0.02 0.325
H 8.60956 2.98819 -5.04356 0.03 -0.04 -0.04 0.355
H 9.20022 2.75693 -3.36380 0.07 -0.04 0.01 0.196
H 8.21983 0.55208 -5.31141 -0.01 0.01 0.00 0.044
H 8.78270 0.22766 -3.64215 0.07 0.03 0.02 0.337
H 9.42125 -0.72590 -4.99944 0.09 0.03 0.00 0.376
C 11.01301 4.60190 -1.08138 -0.04 0.09 -0.06 -0.878
S 11.08015 3.11180 -0.07944 0.13 0.01 0.07 0.464
O 10.73566 1.97190 -0.96769 -0.17 0.01 -0.09 -0.562
C 9.61961 3.47802 0.90181 -0.12 0.05 0.03 -0.922
H 11.82625 4.55481 -1.80260 0.02 -0.05 0.02 0.310
H 10.05799 4.65036 -1.60514 -0.01 -0.04 0.02 0.239
H 11.14222 5.47519 -0.44219 0.02 -0.01 0.01 0.391
H 8.75726 3.59955 0.24573 0.03 -0.02 -0.04 0.284
H 9.78958 4.38519 1.48160 0.02 -0.01 0.00 0.367
H 9.45340 2.64067 1.57606 0.05 -0.03 -0.02 0.316
```
Positions in Å, forces in eV/Å.

Summary:
LUMO (eV): -3.20
Strongest force on any atom (eV Å⁻¹): 2.353
Calculated total energy (hartree): -7279.0989
HOMO-LUMO gap (Ha): 0.2312
Net charge: +1